Formula: C33H89N5O14S9
Source: the Open Molecules 2025 dataset
Level of theory: ωB97M-V/def2-TZVPD

Properties
Energy above the lowest of the compared OMol25 structures with the same formula, charge and spin, eV: 0.000
M, g/mol: 1068.7
Frontier orbital gap, eV: 8.677
Multiplicity: 1

Last column: Löwdin charge in e.
Geometry (Å):
C (-0.8473, -5.6522, -2.6163)  0.003
C (0.0702, -4.5520, -2.1663)  -0.531
O (1.0741, -4.2460, -2.8219)  -0.023
N (-0.2156, -3.8994, -1.0038)  0.050
C (-1.4819, -4.0279, -0.2287)  -0.055
H (-0.6653, -6.5390, -2.0364)  0.080
H (-0.5347, -5.8185, -3.6508)  0.088
H (-1.8990, -5.3436, -2.5135)  0.062
H (0.5189, -3.2528, -0.7296)  0.098
H (-2.3601, -3.7838, -0.8157)  0.059
H (-1.3418, -3.2912, 0.5759)  0.036
H (-1.4701, -4.9988, 0.3105)  0.097
C (4.6403, 0.7803, -1.9885)  0.020
C (3.9356, 1.8494, -1.2293)  -0.487
O (3.1259, 2.6207, -1.8149)  -0.022
N (4.2948, 2.0675, 0.0678)  0.014
C (3.5384, 2.8298, 0.9467)  -0.102
H (5.4337, 1.2042, -2.6200)  0.107
H (3.8845, 0.4294, -2.6747)  0.055
H (4.9715, -0.0368, -1.3682)  0.061
H (4.7705, 1.2663, 0.4914)  0.131
H (4.0925, 3.6120, 1.4940)  0.098
H (2.9440, 2.3052, 1.6553)  0.046
H (2.8707, 3.4174, 0.3431)  0.069
C (3.2227, -0.1476, -5.5599)  0.008
C (2.8845, -1.4267, -4.8559)  -0.528
O (3.6084, -2.4124, -5.1455)  -0.030
N (1.8523, -1.4962, -3.9842)  0.047
C (1.0038, -0.4184, -3.5488)  -0.084
H (2.3829, 0.5403, -5.7054)  0.069
H (3.6485, -0.4992, -6.5053)  0.089
H (4.0274, 0.3120, -4.9728)  0.079
H (1.6062, -2.4071, -3.6515)  0.084
H (0.2316, -0.7798, -2.9015)  0.055
H (0.4468, 0.0243, -4.3777)  0.071
H (1.6283, 0.3170, -3.0504)  0.063
C (-7.1507, 1.4046, 0.7643)  0.012
C (-5.8758, 1.0825, 0.0553)  -0.555
O (-4.8526, 0.9179, 0.6831)  0.002
N (-5.8309, 1.1983, -1.2870)  0.031
C (-4.6400, 0.7575, -1.9628)  -0.067
H (-7.9486, 1.3901, 0.0288)  0.072
H (-7.0435, 2.4324, 1.1790)  0.097
H (-7.3023, 0.7636, 1.6460)  0.095
H (-6.6839, 1.3998, -1.7627)  0.127
H (-4.5872, 0.9705, -3.0098)  0.082
H (-4.3831, -0.2957, -1.8953)  0.078
H (-3.8439, 1.2640, -1.4572)  0.060
C (0.5463, -2.1780, 4.7830)  0.001
C (0.4268, -3.1847, 3.6469)  -0.506
O (-0.1664, -2.9822, 2.5965)  0.012
N (0.8992, -4.4405, 3.9578)  0.011
C (0.9260, -5.4852, 2.9616)  -0.075
H (0.3264, -1.1834, 4.4017)  0.035
H (1.6029, -2.1515, 5.1222)  0.069
H (-0.0666, -2.4413, 5.6224)  0.086
H (1.4822, -4.5446, 4.7899)  0.142
H (1.5165, -6.3018, 3.3239)  0.079
H (1.3009, -5.1781, 1.9798)  0.071
H (-0.0822, -5.8248, 2.7633)  0.082
C (-0.2011, 1.8660, -0.4282)  -0.220
S (-1.0258, 0.2958, 0.0802)  0.821
O (-1.6504, -0.2684, -1.1159)  -0.542
C (0.4501, -0.7114, 0.4945)  -0.223
H (0.6213, 1.6323, -1.1090)  0.026
H (0.1571, 2.4742, 0.3970)  0.036
H (-1.0184, 2.3792, -0.8885)  0.006
H (1.0822, -0.7730, -0.3657)  0.041
H (0.0979, -1.6484, 0.8986)  0.004
H (1.0492, -0.2427, 1.2775)  0.015
C (-1.1917, 3.5727, -3.4247)  -0.266
S (0.4752, 3.0728, -3.6750)  0.816
O (0.4654, 2.3397, -5.0050)  -0.554
C (1.1765, 4.7107, -3.9943)  -0.231
H (-1.4669, 4.3560, -4.1413)  0.066
H (-1.4080, 4.0371, -2.4723)  0.029
H (-1.7806, 2.7014, -3.5580)  0.037
H (1.0174, 5.3385, -3.1107)  0.046
H (0.7084, 5.0636, -4.9093)  0.055
H (2.2410, 4.6141, -4.1374)  0.045
C (3.7711, -4.8954, -0.2664)  -0.259
S (3.6806, -3.2388, -0.8922)  0.822
O (4.7068, -2.4356, -0.1737)  -0.581
C (4.4067, -3.6027, -2.5318)  -0.225
H (3.0319, -5.5029, -0.7550)  0.051
H (3.4393, -4.8009, 0.7584)  0.029
H (4.7652, -5.3191, -0.3031)  0.063
H (3.7118, -4.1264, -3.1380)  0.031
H (5.3465, -4.1017, -2.4651)  0.050
H (4.6648, -2.6203, -2.9520)  0.045
C (-3.4785, -3.8893, -5.3626)  -0.256
S (-3.7110, -2.7219, -4.0350)  0.818
O (-3.4141, -3.5660, -2.8435)  -0.559
C (-2.2809, -1.7117, -4.3056)  -0.270
H (-4.2548, -4.6139, -5.2764)  0.042
H (-2.5300, -4.3867, -5.2719)  0.048
H (-3.4791, -3.4244, -6.3425)  0.058
H (-2.1398, -1.0016, -3.4727)  0.033
H (-2.4245, -1.1038, -5.2120)  0.067
H (-1.3880, -2.3560, -4.3977)  0.066
C (-4.3913, 3.0741, 3.7039)  -0.285
S (-3.9108, 4.0409, 2.3819)  0.813
O (-3.1289, 5.1689, 2.9526)  -0.558
C (-2.7172, 3.0115, 1.5653)  -0.251
H (-5.1117, 3.5959, 4.3429)  0.072
H (-3.5473, 2.6912, 4.2872)  0.043
H (-4.8599, 2.1971, 3.2548)  0.047
H (-1.9521, 2.7257, 2.3261)  0.053
H (-2.1407, 3.3869, 0.7423)  0.015
H (-3.2782, 2.1687, 1.1902)  0.010
C (5.8547, -1.1395, 3.2306)  -0.256
S (4.1891, -1.6467, 3.5977)  0.824
O (3.8333, -0.8599, 4.8289)  -0.567
C (3.3732, -0.8305, 2.2005)  -0.231
H (6.5762, -1.5235, 3.9065)  0.038
H (5.8149, -0.0424, 3.4361)  0.072
H (6.2060, -1.3390, 2.2405)  0.046
H (3.5736, 0.2112, 2.3187)  0.029
H (2.3193, -0.9979, 2.3122)  0.016
H (3.8537, -1.1317, 1.2744)  0.020
C (-0.9897, 7.1784, 1.5424)  -0.244
S (-0.1742, 5.7655, 0.7614)  0.789
O (-1.0258, 5.2409, -0.3284)  -0.550
C (1.1064, 6.5960, -0.1145)  -0.268
H (-1.2119, 7.9655, 0.7891)  0.072
H (-0.3652, 7.5419, 2.3742)  0.063
H (-1.9171, 6.8436, 1.9510)  0.002
H (1.7174, 5.7364, -0.4723)  0.054
H (1.7166, 7.1501, 0.6122)  0.065
H (0.6525, 7.1380, -0.8893)  0.038
C (-2.7994, -0.9256, 3.7570)  -0.275
S (-4.3998, -1.5301, 3.2617)  0.824
O (-4.7180, -2.7350, 4.1026)  -0.564
C (-3.7801, -2.1473, 1.6922)  -0.265
H (-2.7457, -0.6815, 4.8240)  0.060
H (-2.7090, -0.0195, 3.2180)  0.012
H (-1.9104, -1.5989, 3.5892)  0.055
H (-3.2525, -1.4064, 1.1050)  0.026
H (-4.6269, -2.5296, 1.1096)  0.063
H (-3.0797, -2.9677, 1.8465)  0.042
C (-0.5448, 2.9163, 4.8658)  -0.267
S (0.5038, 1.6260, 4.2669)  0.798
O (0.6757, 1.8826, 2.8182)  -0.552
C (2.0405, 2.1779, 5.0566)  -0.219
H (-0.4885, 3.1425, 5.9575)  0.078
H (-1.5573, 2.7182, 4.5144)  0.005
H (-0.2539, 3.8634, 4.3411)  0.083
H (2.3306, 3.0224, 4.4111)  0.062
H (2.8011, 1.4048, 5.0467)  0.024
H (1.7640, 2.5428, 6.0446)  0.048